(1)
ORCA calculation (ωB97M-V/def2-TZVPD) on C19H10ClIrN4O2S as an isolated structure in a non-equilibrium geometry.

Computed properties:
ΔE to the lowest compared entry with this formula, charge and spin	12.9	kJ/mol
HOMO energy (spin up / spin down)	-0.629 / -0.629	Eh
gap between HOMO and LUMO (spin up / spin down)	4.863 / 3.035	eV
⟨S²⟩	0.76

ORCA input file:
```
! wB97M-V def2-TZVPD RIJCOSX def2/J DEFGRID3
* xyz 3 2
Ir -0.41650 0.51132 -0.09706
S 2.41891 -5.60146 3.32094
N 1.17233 -4.61456 3.59708
C 1.02029 -3.62078 2.71753
C 0.01101 -2.59509 2.70433
C -1.02171 -2.44746 3.63424
C -1.91229 -1.40040 3.47402
C -1.76038 -0.53076 2.40464
N -0.77930 -0.65440 1.50374
C 0.10678 -1.67953 1.64587
C 1.12886 -1.75468 0.65110
N 1.07849 -0.79334 -0.30190
C 2.00205 -0.79704 -1.26795
C 3.01059 -1.74743 -1.33263
C 3.08017 -2.73811 -0.36904
C 2.12410 -2.74767 0.64497
C 2.03352 -3.69152 1.72766
N 2.81356 -4.73252 1.99780
H -1.12385 -3.13745 4.46331
H -2.72321 -1.25481 4.17322
H -2.44454 0.29495 2.25915
H 1.92570 -0.01285 -2.00831
H 3.73395 -1.70704 -2.13455
H 3.86148 -3.48756 -0.40528
Cl -2.35850 6.29257 -4.10985
C -1.69483 4.93457 -3.38508
C -0.55315 4.31870 -3.93945
C -0.01463 3.21340 -3.34784
C -0.58295 2.65574 -2.16700
O -0.05731 1.61928 -1.63411
C -1.75650 3.29413 -1.60265
C -2.37363 2.77049 -0.40616
O -2.00719 1.78506 0.24050
C -2.28089 4.40596 -2.21598
H -0.10813 4.72898 -4.83648
H 0.86146 2.73087 -3.76290
H -3.25561 3.30150 -0.03565
H -3.15816 4.88894 -1.80021
*
```

natural (NBO) population analysis, charges in e, atoms 1 to 5: Ir 0.92; S 1.13; N -0.36; C 0.22; C -0.12

=====

(2)
ORCA calculation (ωB97M-V/def2-TZVPD) on C11H26N4OS4TeTl as an isolated structure.

Computed properties:
ΔE to the lowest compared entry with this formula, charge and spin	0.0	kJ/mol
HOMO energy	-0.387	Eh
gap between HOMO and LUMO	8.184	eV

ORCA input file:
```
! wB97M-V def2-TZVPD RIJCOSX def2/J DEFGRID3
* xyz 1 1
Tl -0.74866 -0.96494 0.85186
C 1.48253 0.41848 4.51333
C 2.52515 -0.05743 3.50380
S 2.24009 0.28461 1.75311
C 2.19885 2.08912 1.64113
C 0.94650 2.81144 2.13985
S -0.59596 2.13541 1.46675
C -1.68814 2.07104 2.91288
C -1.12205 1.52988 4.22315
S -0.23158 -0.04978 4.12274
H 1.52040 1.49894 4.62925
H 1.73460 -0.00726 5.48503
H 2.60826 -1.14527 3.54086
H 3.50100 0.33799 3.79270
H 2.33230 2.28271 0.57587
H 3.07615 2.49644 2.14816
H 1.01729 3.85967 1.84775
H 0.88646 2.78835 3.22341
H -2.51843 1.44440 2.57977
H -2.10005 3.06405 3.09998
H -1.95874 1.38633 4.90750
H -0.46458 2.25168 4.70557
C -1.66410 -3.21238 -4.84508
C -2.02605 -1.90199 -4.25692
N -2.60369 -0.92793 -4.87380
N -2.72328 0.04989 -3.92899
C -2.24447 -0.28466 -2.72460
S -2.16246 0.67659 -1.35420
N -1.79654 -1.56281 -2.93360
N -1.22555 -2.35335 -1.94534
H -1.91882 -3.20187 -5.90104
H -2.21239 -4.02424 -4.36448
H -0.59650 -3.40833 -4.73752
H -3.14584 0.93327 -4.16014
H -1.62632 -3.28268 -1.98128
H -0.21687 -2.37692 -2.07087
C 0.92807 0.62741 -3.82626
Te 1.50745 0.20278 -1.81926
C 3.45565 -0.49998 -2.33233
H 1.69362 1.24749 -4.28473
H -0.00484 1.18406 -3.78192
H 0.79358 -0.28607 -4.39993
H 3.38962 -1.39885 -2.93813
H 3.97721 -0.72164 -1.40377
H 3.98871 0.28056 -2.86835
O -2.68677 -1.86634 3.04000
H -2.16715 -1.86931 3.85329
H -3.35364 -2.54857 3.17477
*
```

natural (NBO) population analysis, charges in e, atoms 1 to 5: Tl 0.65; C -0.53; C -0.55; S 0.21; C -0.55

=====

(3)
ORCA calculation (ωB97M-V/def2-TZVPD) on a 11-piece molecular cluster, C5H31NO12 overall in a non-equilibrium geometry.

Computed properties:
ΔE to the lowest compared entry with this formula, charge and spin	274.4	kJ/mol
HOMO energy	-0.373	Eh
gap between HOMO and LUMO	10.083	eV

ORCA input file:
```
! wB97M-V def2-TZVPD RIJCOSX def2/J DEFGRID3
* xyz 0 1
C -2.30461 2.27194 0.68546
C -2.46355 1.06111 1.67818
C -2.92347 -0.21309 0.97012
C -2.33193 -1.50928 1.53401
O -2.69710 -1.98134 2.59030
N -1.36907 -2.14739 0.77308
C -0.31470 -1.54977 -0.00704
O 0.74812 -0.96763 0.72791
H -2.77249 3.14502 1.13232
H -2.71344 2.01808 -0.29112
H -1.24980 2.48898 0.51006
H -1.52486 0.88145 2.18671
H -3.18603 1.46858 2.37892
H -2.97403 -0.26656 -0.11753
H -3.96600 -0.34422 1.29940
H -1.24828 -3.13487 0.92557
H 0.10369 -2.36748 -0.60746
H -0.68326 -0.82597 -0.73949
H 1.00972 -1.62587 1.38120
O -2.92881 -1.32605 -3.39312
H -3.70877 -0.81048 -3.17247
H -3.30393 -2.08464 -3.85901
O 2.96556 -2.56566 -0.16723
H 3.68146 -2.44707 0.45818
H 2.97209 -1.86503 -0.83070
O 3.53595 1.24554 2.28751
H 3.87705 1.69852 3.06576
H 2.57477 1.17366 2.49194
O -0.46319 -1.06986 -4.72976
H -1.38404 -1.21303 -4.42776
H -0.19423 -1.99052 -4.85755
O 2.86407 2.85413 -0.06223
H 2.90256 2.37246 0.78714
H 1.95034 2.63219 -0.33081
O 2.17404 0.03297 -1.45547
H 2.75287 0.73715 -1.11883
H 1.60650 -0.29659 -0.74142
O 1.25366 0.83615 -3.83354
H 0.73690 0.13488 -4.26098
H 1.74526 0.59479 -3.02603
O 0.56598 -1.51934 4.30549
H -0.27235 -1.47729 4.77957
H 0.93373 -2.38224 4.51933
O 1.01873 2.94708 -2.05229
H 1.66876 3.59464 -2.33927
H 1.00122 2.26196 -2.75330
O 0.88392 0.86797 2.74766
H 0.86325 0.61958 1.80656
H 0.58775 0.04241 3.15201
*
```

natural (NBO) population analysis, charges in e, atoms 1 to 5: C -0.60; C -0.41; C -0.52; C 0.71; O -0.60

=====

(4)
ORCA calculation (ωB97M-V/def2-TZVPD) on a 3-piece molecular cluster, C26H33BrN3O5P overall in a non-equilibrium geometry.

Computed properties:
HOMO energy	-0.293	Eh
gap between HOMO and LUMO	7.370	eV

ORCA input file:
```
! wB97M-V def2-TZVPD RIJCOSX def2/J DEFGRID3
* xyz 0 1
C 1.81999 -0.26221 -3.09464
C 1.95059 0.95008 -2.16203
Br 3.37599 0.64072 -0.86860
C 0.58909 1.25363 -1.52761
P 0.61142 2.35636 -0.05523
C 0.74894 1.25157 1.40305
C -0.21559 0.05801 1.50167
C 0.30566 -1.01622 2.46709
C -0.24600 -2.40960 2.24792
N 0.12599 -3.01568 0.98002
C 0.88312 -2.50217 -0.03608
C 0.94796 -3.42581 -1.03155
C 0.21172 -4.55223 -0.60882
C -0.26980 -4.27285 0.62726
C -1.15959 2.91363 0.11080
C -1.95209 2.74849 -1.18483
C -3.08100 3.66210 -1.40469
O -1.74849 3.71570 -2.15314
H 2.37264 -0.11851 -4.01970
H 2.25070 -1.13813 -2.61452
H 0.77140 -0.46276 -3.27653
H 2.25371 1.80513 -2.75726
H 0.08618 0.29829 -1.35733
H 0.01669 1.74621 -2.31470
H 1.78138 0.93044 1.50873
H 0.54860 1.93016 2.23773
H -0.38913 -0.35526 0.51203
H -1.17093 0.42313 1.87724
H 1.39584 -1.01299 2.49526
H -0.01257 -0.71055 3.46614
H -1.33211 -2.37777 2.34774
H 0.12242 -3.06094 3.04144
H 1.33945 -1.53084 0.01666
H 1.46444 -3.28437 -1.96387
H 0.06272 -5.45756 -1.16924
H -0.86755 -4.89264 1.27213
H -1.69156 2.32859 0.86159
H -1.15505 3.97188 0.35490
H -2.09607 1.72141 -1.52185
H -3.76898 3.54930 -2.22888
H -3.11999 4.60098 -0.87170
O 2.26195 -1.81580 8.24556
N 2.47557 -1.67410 7.05969
O 2.52882 -2.57802 6.25157
C 2.68212 -0.30143 6.56212
C 2.65070 0.74764 7.46125
C 2.85671 2.03293 6.98627
C 3.08578 2.24962 5.63350
C 3.10688 1.18032 4.74788
C 2.90550 -0.10957 5.21276
H 2.46979 0.56274 8.50911
H 2.83965 2.86638 7.67467
H 3.24960 3.25465 5.26818
H 3.28280 1.34983 3.69420
H 2.92410 -0.94792 4.53276
O -1.81370 -2.85338 -4.38172
N -1.86236 -1.67076 -4.12659
O -1.38916 -1.15357 -3.13322
C -2.53951 -0.78373 -5.09007
C -3.11903 -1.33916 -6.21461
C -3.76378 -0.50018 -7.10918
C -3.81596 0.86684 -6.87045
C -3.21993 1.40325 -5.73658
C -2.57503 0.57440 -4.83341
H -3.06786 -2.40368 -6.38566
H -4.22679 -0.91553 -7.99336
H -4.32303 1.51684 -7.57084
H -3.25696 2.46816 -5.55325
H -2.10704 0.97653 -3.94720
*
```

natural (NBO) population analysis, charges in e, atoms 1 to 5: C -0.64; C -0.21; Br -0.03; C -0.76; P 0.81

=====

(5)
ORCA calculation (ωB97M-V/def2-TZVPD) on C33H44BF4GeO2P2Pt as an isolated structure in a non-equilibrium geometry.

Computed properties:
ΔE to the lowest compared entry with this formula, charge and spin	100.3	kJ/mol
HOMO energy	-0.169	Eh
gap between HOMO and LUMO	6.985	eV

ORCA input file:
```
! wB97M-V def2-TZVPD RIJCOSX def2/J DEFGRID3
* xyz -1 1
Pt -2.01333 0.77167 -0.39996
C -4.26448 3.00984 -1.95546
P -3.38270 2.52564 -0.45213
C -2.66201 4.09926 0.11416
C -4.70679 2.20568 0.78001
C -4.09550 1.40272 1.92731
P -3.46303 -0.20060 1.22286
C -5.00331 -1.17665 1.23629
C -2.52131 -0.82108 2.65670
H -5.01406 3.74293 -1.64816
H -4.73931 2.14883 -2.42203
H -3.57794 3.46389 -2.66870
H -3.44940 4.80435 0.39040
H -2.05856 4.52796 -0.68610
H -1.99850 3.90257 0.95220
H -5.47293 1.61759 0.26744
H -5.15539 3.15385 1.08908
H -4.80302 1.23533 2.74372
H -3.22734 1.93141 2.33429
H -5.45175 -1.15899 2.23281
H -4.77588 -2.20179 0.94645
H -5.68903 -0.76120 0.50089
H -3.03251 -0.55681 3.58578
H -1.52972 -0.36447 2.64326
H -2.40374 -1.89905 2.58249
F -3.25426 -0.33126 -2.55125
B -4.65918 -0.41251 -2.75454
F -5.03447 -1.72922 -2.99145
F -5.00887 0.42075 -3.83517
F -5.30985 0.08647 -1.58746
C 1.38549 3.27003 2.74080
C 1.44267 3.44030 1.21583
C 1.14726 4.90615 0.86599
C 2.84477 3.08059 0.70851
C 0.43177 2.57254 0.58665
C -0.43339 1.91817 0.04098
H 2.14883 3.88528 3.22656
H 1.54570 2.22635 3.01291
H 0.40534 3.56681 3.11936
H 1.87985 5.56666 1.33959
H 0.15231 5.19313 1.21088
H 1.18938 5.05671 -0.21386
H 3.60236 3.68456 1.21703
H 2.91978 3.25465 -0.36652
H 3.05940 2.02759 0.88775
O -2.41371 -2.37195 0.19203
C -1.45313 -2.07494 -0.51102
O -0.85928 -0.92459 -0.55577
C -0.91587 -3.11798 -1.47796
C 0.45448 -2.85774 -2.09456
Ge 1.84112 -2.11036 -0.92093
C 1.48830 -2.22192 0.99394
C 1.98888 -1.24962 1.85341
C 1.82536 -1.35941 3.22740
C 1.13807 -2.44072 3.76145
C 0.62241 -3.41281 2.91529
C 0.80518 -3.30563 1.54325
C 3.42461 -3.27614 -1.18585
C 3.98876 -4.02932 -0.15950
C 5.08721 -4.85138 -0.38725
C 5.64465 -4.93298 -1.65401
C 5.09744 -4.18839 -2.69194
C 4.00168 -3.37148 -2.45434
C 2.45063 -0.34809 -1.50015
C 3.80267 -0.00997 -1.42888
C 4.25482 1.21923 -1.88882
C 3.35677 2.12665 -2.43533
C 2.00937 1.80495 -2.50698
C 1.56039 0.57672 -2.04055
H -1.68754 -3.16323 -2.25291
H -0.94896 -4.08394 -0.97081
H 0.36400 -2.17065 -2.93933
H 0.86506 -3.79038 -2.48806
H 2.50631 -0.39113 1.44065
H 2.22904 -0.59598 3.88196
H 0.99981 -2.52256 4.83286
H 0.07610 -4.25481 3.32288
H 0.39653 -4.07543 0.89770
H 3.56948 -3.97389 0.83995
H 5.50847 -5.42623 0.42922
H 6.50121 -5.57142 -1.83377
H 5.52793 -4.24195 -3.68493
H 3.59377 -2.78899 -3.27529
H 4.51628 -0.71759 -1.01916
H 5.30807 1.46646 -1.82431
H 3.70725 3.08607 -2.79770
H 1.29820 2.51245 -2.91514
H 0.50483 0.34443 -2.08292
*
```

Mulliken population analysis, charges in e, atoms 1 to 5: Pt 0.75; C -1.34; P 0.84; C -1.20; C -0.88

=====

no.,calculated total energy (eV)
1,-56086.49355
2,-75159.15896
3,-31748.92170
4,-121529.11039
5,-128927.04149